w | A single C5H10O2 molecule. Source: the OMol25 dataset; level of theory: the ωB97M-V functional and the def2-TZVPD basis.

Output
- Gap between HOMO and LUMO: 0.3985 Eh
- HOMO energy: -9.73 eV
- SMILES string: C[C@@H]1OC[C@H](C)O1
- LUMO level: 1.12 eV

CARTESIAN COORDINATES (ANGSTROEM)
C: -2.444 0.398 -0.265
C: -1.260 -0.522 -0.071
O: -0.824 -0.520 1.284
C: 0.538 -0.134 1.301
C: 0.997 -0.411 -0.128
C: 2.159 0.418 -0.629
O: -0.178 -0.080 -0.854
H: -2.190 1.395 0.108
H: -2.699 0.468 -1.327
H: -3.310 0.021 0.285
H: -1.512 -1.564 -0.333
H: 0.635 0.936 1.537
H: 1.067 -0.718 2.060
H: 1.212 -1.487 -0.243
H: 2.340 0.219 -1.689
H: 3.071 0.174 -0.074
H: 1.946 1.485 -0.509

=====

x | A single C5H10O2 molecule. Source: the OMol25 dataset; level of theory: the ωB97M-V functional and the def2-TZVPD basis.

Output
- Gap between HOMO and LUMO: 0.3927 Eh
- HOMO energy: -9.57 eV
- SMILES string: C[C@@H]1OC[C@H](C)O1
- LUMO level: 1.12 eV

CARTESIAN COORDINATES (ANGSTROEM)
C: 0.573 1.222 -2.154
C: -0.380 0.478 -1.222
O: -0.553 1.352 -0.102
C: 0.023 0.640 0.962
C: -0.472 -0.755 0.698
C: 0.029 -1.752 1.753
O: 0.032 -0.791 -0.689
H: 1.531 1.428 -1.668
H: 0.742 0.760 -3.128
H: 0.091 2.194 -2.331
H: -1.355 0.345 -1.717
H: 1.107 0.522 0.803
H: -0.148 1.141 1.913
H: -1.565 -0.827 0.613
H: 0.469 -2.659 1.341
H: -0.809 -2.049 2.399
H: 0.762 -1.287 2.426

=====

y | A 2-piece molecular cluster, C5H10O2 overall. Source: the OMol25 dataset; level of theory: the ωB97M-V functional and the def2-TZVPD basis.

Output
- Gap between HOMO and LUMO: 0.3721 Eh
- HOMO energy: -9.41 eV
- SMILES string: C=C1C[C@]1(C)O.O
- LUMO level: 0.71 eV

CARTESIAN COORDINATES (ANGSTROEM)
C: -1.753 -0.802 -0.297
C: -0.589 -0.405 0.192
C: 0.219 -0.046 1.378
C: 0.845 -0.133 -0.019
C: 1.730 -1.307 -0.358
O: 1.298 1.025 -0.641
H: -2.624 -0.947 0.340
H: -1.869 -1.022 -1.357
H: 0.107 0.962 1.779
H: 0.436 -0.805 2.127
H: 2.757 -1.116 -0.031
H: 1.364 -2.222 0.117
H: 1.733 -1.454 -1.442
H: 0.566 1.671 -0.679
O: -1.159 2.402 -0.633
H: -1.576 1.526 -0.702
H: -1.393 2.700 0.255

=====

It comes down to w, which is 0.0272 hartree more stable than the next structure.

=====

w | A single C5H10O2 molecule. Source: the OMol25 dataset; level of theory: the ωB97M-V functional and the def2-TZVPD basis.

Output
- Gap between HOMO and LUMO: 0.4066 Eh
- HOMO energy: -10.03 eV
- SMILES string: C[C@@H](O)[C@H]1CCO1
- LUMO level: 1.04 eV

CARTESIAN COORDINATES (ANGSTROEM)
C: -2.249 -0.563 0.113
C: -1.058 0.349 -0.172
O: -1.015 1.460 0.691
C: 0.269 -0.444 -0.099
C: 1.463 0.021 -0.945
C: 2.162 0.219 0.405
O: 0.977 -0.172 1.131
H: -3.170 0.024 0.172
H: -2.359 -1.308 -0.685
H: -2.119 -1.100 1.061
H: -1.149 0.751 -1.190
H: -0.437 1.189 1.424
H: 0.065 -1.517 -0.185
H: 1.885 -0.745 -1.600
H: 1.299 0.936 -1.519
H: 2.475 1.241 0.645
H: 2.987 -0.472 0.610

=====

x | C5H10O2 as an isolated structure. Source: the OMol25 dataset; level of theory: the ωB97M-V functional and the def2-TZVPD basis.

Output
- Gap between HOMO and LUMO: 0.3854 Eh
- HOMO energy: -9.52 eV
- LUMO level: 0.97 eV

CARTESIAN COORDINATES (ANGSTROEM)
C: 2.489 0.808 -0.663
O: 1.598 1.536 0.136
C: -0.248 -0.782 0.264
C: -0.947 -0.579 1.548
C: -1.720 -1.063 0.332
C: -1.845 0.093 -0.660
O: -0.421 0.328 -0.606
H: 2.076 0.552 -1.652
H: 2.787 -0.144 -0.189
H: 3.395 1.406 -0.802
H: 0.615 -1.414 0.091
H: -0.760 -1.352 2.288
H: -0.998 0.428 1.962
H: -2.198 -2.033 0.262
H: -2.092 -0.191 -1.685
H: -2.451 0.957 -0.357
H: 0.720 1.450 -0.268

=====

y | A 2-piece molecular cluster, C5H10O2 overall. Source: the OMol25 dataset; level of theory: the ωB97M-V functional and the def2-TZVPD basis.

Output
- Gap between HOMO and LUMO: 0.3224 Eh
- HOMO energy: -8.07 eV
- SMILES string: C=C(O)/C=C/C.O
- LUMO level: 0.70 eV

CARTESIAN COORDINATES (ANGSTROEM)
C: 1.433 1.512 0.386
C: 0.501 0.846 1.131
O: 0.878 0.271 2.344
C: -0.866 0.613 0.702
C: -1.483 -0.583 1.051
C: -2.764 -1.142 0.751
H: 2.489 1.212 0.299
H: 1.097 2.437 -0.045
H: 1.499 0.890 2.790
H: -1.580 1.292 0.302
H: -0.757 -0.957 1.849
H: -3.626 -0.492 0.759
H: -3.024 -1.660 1.623
H: -2.745 -1.737 -0.248
O: 2.986 -0.904 -4.898
H: 2.770 0.011 -4.481
H: 3.192 -1.610 -4.316

=====

z | A single C5H10O2 molecule. Source: the OMol25 dataset; level of theory: the ωB97M-V functional and the def2-TZVPD basis.

Output
- Gap between HOMO and LUMO: 0.4072 Eh
- HOMO energy: -10.34 eV
- SMILES string: CC(C)CC(=O)O
- LUMO level: 0.74 eV

CARTESIAN COORDINATES (ANGSTROEM)
C: 1.429 0.350 0.536
C: -0.082 0.177 0.593
C: -0.605 -0.700 1.750
C: -0.584 -0.549 -0.712
C: -0.415 0.197 -2.018
O: -0.550 -0.229 -3.124
O: -0.223 1.521 -1.784
H: 1.804 1.093 1.233
H: 1.939 -0.544 0.926
H: 1.791 0.416 -0.486
H: -0.563 1.150 0.635
H: -1.668 -0.806 1.915
H: -0.129 -1.681 1.692
H: -0.201 -0.247 2.666
H: -1.596 -0.837 -0.470
H: 0.054 -1.429 -0.864
H: -0.402 2.118 -2.486

=====

It comes down to z, which is 0.0489 hartree more stable than the next structure.

=====

w | A 2-piece molecular cluster, C5H10O2 overall. Source: the OMol25 dataset; level of theory: the ωB97M-V functional and the def2-TZVPD basis.

Output
- Gap between HOMO and LUMO: 0.3946 Eh
- HOMO energy: -9.96 eV
- SMILES string: O=CCCO.C=C
- LUMO level: 0.78 eV

CARTESIAN COORDINATES (ANGSTROEM)
O: 2.101 0.724 -1.310
C: 1.025 1.272 -1.366
C: 0.062 1.384 -0.213
C: -1.266 0.706 -0.538
O: -2.051 0.750 0.638
H: 0.684 1.727 -2.321
H: 0.506 0.930 0.676
H: -0.126 2.445 -0.002
H: -1.080 -0.331 -0.853
H: -1.764 1.231 -1.368
H: -2.847 0.228 0.485
C: 0.194 -1.867 1.318
C: 1.392 -1.812 0.744
H: -0.408 -0.978 1.507
H: -0.241 -2.815 1.625
H: 1.971 -2.715 0.560
H: 1.847 -0.880 0.416

=====

x | A 2-piece molecular cluster, C5H10O2 overall. Source: the OMol25 dataset; level of theory: the ωB97M-V functional and the def2-TZVPD basis.

Output
- Gap between HOMO and LUMO (alpha / beta): 0.3160 / 0.3160 Eh
- HOMO energy (alpha / beta): -8.95 / -8.95 eV
- LUMO level (alpha / beta): -0.35 / -0.35 eV

CARTESIAN COORDINATES (ANGSTROEM)
C: -2.050 -1.117 -1.215
C: -0.619 0.383 0.601
C: 0.552 -0.571 0.852
O: 0.281 -1.919 0.561
C: 1.403 0.258 -0.134
C: 0.401 1.406 0.047
O: 0.097 2.074 -1.148
H: -1.276 0.077 -0.254
H: -2.187 -1.887 -0.423
H: -1.118 -1.481 -1.701
H: -1.269 0.654 1.438
H: 0.918 -0.459 1.884
H: 1.084 -2.430 0.724
H: 2.457 0.440 0.090
H: 1.296 -0.145 -1.146
H: 0.722 2.109 0.831
H: -0.694 2.608 -1.006

=====

y | A single C5H10O2 molecule. Source: the OMol25 dataset; level of theory: the ωB97M-V functional and the def2-TZVPD basis.

Output
- Gap between HOMO and LUMO: 0.3987 Eh
- HOMO energy: -9.88 eV
- SMILES string: C[C@@H](O)[C@H]1CCO1
- LUMO level: 0.97 eV

CARTESIAN COORDINATES (ANGSTROEM)
C: -2.159 -0.564 0.354
C: -1.091 0.281 -0.334
O: -0.948 1.547 0.292
C: 0.232 -0.510 -0.359
C: 1.504 0.212 -0.844
C: 1.983 0.046 0.605
O: 0.770 -0.624 0.979
H: -3.097 -0.017 0.493
H: -2.367 -1.440 -0.271
H: -1.799 -0.900 1.331
H: -1.435 0.512 -1.353
H: -0.085 1.610 0.710
H: 0.091 -1.517 -0.782
H: 2.097 -0.296 -1.610
H: 1.329 1.247 -1.145
H: 2.104 0.987 1.158
H: 2.871 -0.574 0.776

=====

z | A 3-piece molecular cluster, C5H10O2 overall. Source: the OMol25 dataset; level of theory: the ωB97M-V functional and the def2-TZVPD basis.

Output
- Gap between HOMO and LUMO: 0.3756 Eh
- HOMO energy: -9.38 eV
- SMILES string: C1=CCOC1.[H][H].C=O
- LUMO level: 0.84 eV

CARTESIAN COORDINATES (ANGSTROEM)
C: -0.673 -1.064 0.875
C: -0.745 0.248 1.065
C: -1.351 0.897 -0.148
O: -1.448 -0.146 -1.110
C: -1.208 -1.401 -0.490
H: -0.305 -1.805 1.578
H: -0.439 0.798 1.949
H: -0.733 1.705 -0.561
H: -2.346 1.315 0.074
H: -0.495 -1.969 -1.107
H: -2.135 -1.992 -0.433
H: 1.940 2.347 -0.211
H: 1.524 2.910 -0.471
C: 2.097 -0.462 -0.257
O: 2.836 0.265 0.359
H: 1.402 -0.089 -1.033
H: 2.077 -1.557 -0.080

=====

It comes down to y, which is 0.0147 hartree more stable than the next structure.

=====

w | A single C5H10O2 molecule. Source: the OMol25 dataset; level of theory: the ωB97M-V functional and the def2-TZVPD basis.

Output
- Gap between HOMO and LUMO: 0.3841 Eh
- HOMO energy: -9.58 eV
- SMILES string: COC[C@@H](C)C=O
- LUMO level: 0.87 eV

CARTESIAN COORDINATES (ANGSTROEM)
C: 2.639 -0.323 0.367
O: 1.484 0.320 -0.105
C: 0.342 -0.494 0.002
C: -0.860 0.227 -0.609
C: -2.158 -0.522 -0.335
C: -0.925 1.662 -0.117
O: -1.910 2.157 0.381
H: 2.494 -0.707 1.388
H: 3.446 0.412 0.373
H: 2.922 -1.164 -0.285
H: 0.138 -0.727 1.062
H: 0.504 -1.454 -0.516
H: -0.677 0.297 -1.692
H: -3.001 -0.027 -0.822
H: -2.101 -1.553 -0.700
H: -2.370 -0.545 0.739
H: 0.002 2.249 -0.257

=====

x | A 2-piece molecular cluster, C5H10O2 overall. Source: the OMol25 dataset; level of theory: the ωB97M-V functional and the def2-TZVPD basis.

Output
- Gap between HOMO and LUMO (alpha / beta): 0.2910 / 0.3053 Eh
- HOMO energy (alpha / beta): -7.07 / -7.38 eV
- LUMO level (alpha / beta): 0.85 / 0.92 eV

CARTESIAN COORDINATES (ANGSTROEM)
O: -1.488 -1.773 1.119
C: -1.008 -1.246 -0.104
C: -0.739 0.231 0.107
C: 0.370 0.519 1.144
C: 0.918 1.808 0.627
O: 0.617 1.917 -0.634
C: -0.192 0.956 -1.094
H: -1.604 -2.724 1.011
H: -0.071 -1.733 -0.417
H: -1.744 -1.381 -0.913
H: -1.682 0.710 0.441
H: 0.017 0.549 2.176
H: 1.147 -0.267 1.072
H: 2.581 -0.773 -1.798
H: 1.732 2.425 0.983
H: 1.896 -0.473 -1.744
H: -0.751 1.255 -1.974

=====

y | A single C5H10O2 molecule. Source: the OMol25 dataset; level of theory: the ωB97M-V functional and the def2-TZVPD basis.

Output
- Gap between HOMO and LUMO: 0.3773 Eh
- HOMO energy: -9.46 eV
- SMILES string: CC(=O)C(C)(C)O
- LUMO level: 0.81 eV

CARTESIAN COORDINATES (ANGSTROEM)
C: 0.062 0.296 -2.028
C: -0.823 0.359 -0.807
O: -2.025 0.542 -0.847
C: -0.198 -0.205 0.673
C: 0.720 -1.455 0.913
C: 0.419 1.162 0.933
O: -1.345 -0.425 1.436
H: 0.979 0.887 -1.971
H: -0.453 0.507 -2.973
H: 0.329 -0.767 -2.034
H: 0.340 -2.355 0.413
H: 0.702 -1.697 1.991
H: 1.779 -1.325 0.655
H: 0.263 1.519 1.961
H: -0.216 1.893 0.109
H: 1.498 1.166 0.698
H: -2.057 -0.130 0.835

=====

z | A single C5H10O2 molecule. Source: the OMol25 dataset; level of theory: the ωB97M-V functional and the def2-TZVPD basis.

Output
- Gap between HOMO and LUMO: 0.3951 Eh
- HOMO energy: -9.76 eV
- SMILES string: CO[C@H]1C[C@H]1CO
- LUMO level: 0.99 eV

CARTESIAN COORDINATES (ANGSTROEM)
C: 1.992 0.816 0.091
O: 1.158 0.011 -0.712
C: 0.414 -0.985 -0.068
C: -0.207 -0.784 1.285
C: -1.061 -0.733 0.050
C: -1.560 0.595 -0.463
O: -1.768 0.546 -1.861
H: 2.756 0.230 0.614
H: 1.415 1.385 0.833
H: 2.476 1.526 -0.585
H: 0.748 -1.988 -0.330
H: -0.284 -1.661 1.920
H: -0.021 0.143 1.821
H: -1.742 -1.558 -0.145
H: -2.517 0.834 -0.001
H: -0.856 1.400 -0.206
H: -0.942 0.224 -2.242

=====

It comes down to w, which is 0.0231 hartree more stable than the next structure.